Record 1
Computed, not measured: an isolated molecule of C13H18N2O4S2, with the ωB97M-V functional and the def2-TZVPD basis.

SMILES string ... O=S(=O)(NC1CC1)c1cccc(S(=O)(=O)N2CCCC2)c1
Gap between HOMO and LUMO ... 10.1 eV
Energy relative to the best compared isomer or geometry (same formula, charge and spin) ... 28.2 kcal per mole
HOMO level ... -9.81 eV

CARTESIAN COORDINATES (ANGSTROEM)
O 4.365 1.562 1.220
S 3.346 0.570 1.053
O 2.813 -0.073 2.219
N 3.941 -0.556 -0.034
C 3.135 -1.735 -0.165
C 2.218 -1.814 -1.352
C 3.432 -2.690 -1.278
C 1.996 1.214 0.075
C 2.196 2.283 -0.777
C 1.168 2.688 -1.615
C -0.036 1.996 -1.613
C -0.210 0.930 -0.752
S -1.701 -0.068 -0.776
O -1.310 -1.420 -1.052
O -2.653 0.555 -1.655
N -2.136 0.030 0.840
C -2.836 -1.127 1.381
C -4.326 -0.742 1.489
C -4.392 0.695 0.957
C -2.956 1.192 1.129
C 0.796 0.536 0.109
H 4.922 -0.730 0.132
H 2.786 -2.137 0.783
H 1.236 -2.242 -1.230
H 2.250 -0.989 -2.047
H 3.304 -3.744 -1.087
H 4.261 -2.454 -1.927
H 3.153 2.780 -0.766
H 1.308 3.526 -2.280
H -0.846 2.264 -2.274
H -2.411 -1.354 2.362
H -2.656 -1.972 0.718
H -4.956 -1.413 0.909
H -4.649 -0.782 2.529
H -4.634 0.697 -0.106
H -5.114 1.309 1.490
H -2.759 1.505 2.158
H -2.694 1.997 0.445
H 0.646 -0.286 0.788

---

Record 2
Computed, not measured: an isolated molecule of C13H18N2O4S2, with the ωB97M-V functional and the def2-TZVPD basis.

SMILES string ... O=S1(=O)C[C@@H](N(CCO)C(=S)Nc2ccccc2)[C@@H](O)C1
Gap between HOMO and LUMO ... 8.6 eV
Energy relative to the best compared isomer or geometry (same formula, charge and spin) ... 0.0 kcal per mole
HOMO level ... -8.20 eV

CARTESIAN COORDINATES (ANGSTROEM)
O 4.913 2.638 -1.065
S 4.328 1.410 -0.622
O 5.152 0.224 -0.653
C 2.790 1.013 -1.549
C 1.740 1.005 -0.457
N 0.509 0.274 -0.712
C 0.437 -0.767 -1.715
C 0.825 -2.162 -1.205
O -0.308 -2.751 -0.585
C -0.576 0.603 0.060
S -0.573 1.972 0.998
N -1.610 -0.269 0.021
C -2.901 -0.130 0.537
C -3.575 -1.301 0.885
C -4.867 -1.246 1.366
C -5.509 -0.025 1.500
C -4.850 1.136 1.135
C -3.556 1.091 0.649
C 2.455 0.516 0.844
O 2.935 -0.798 0.743
C 3.589 1.504 1.042
H 2.627 1.769 -2.309
H 2.975 0.041 -1.997
H 1.429 2.041 -0.259
H 1.090 -0.493 -2.544
H -0.584 -0.808 -2.106
H 1.142 -2.782 -2.054
H 1.650 -2.072 -0.491
H -0.034 -3.535 -0.099
H -1.371 -1.230 -0.213
H -3.073 -2.252 0.775
H -5.376 -2.159 1.638
H -6.518 0.019 1.881
H -5.347 2.090 1.224
H -3.058 2.002 0.361
H 1.737 0.526 1.670
H 3.794 -0.783 0.286
H 3.249 2.513 1.245
H 4.319 1.175 1.775

---

Record 3
Computed, not measured: an isolated molecule of C13H18N3OPS2, with the ωB97M-V functional and the def2-TZVPD basis.

SMILES string ... CCSCc1c(O)cc2nc([PH2]=S)cnc2c1CNC
Gap between HOMO and LUMO ... 6.7 eV
Energy relative to the best compared isomer or geometry (same formula, charge and spin) ... 257.2 kcal per mole
HOMO level ... -8.22 eV

CARTESIAN COORDINATES (ANGSTROEM)
C 1.467 -3.306 1.653
C -0.155 -3.202 1.407
S -0.752 -4.065 -0.165
C -0.996 -2.852 -1.571
C -0.138 -1.455 -1.236
C 1.509 -1.621 -1.322
O 2.218 -2.871 -1.649
C 2.371 -0.263 -0.992
C 1.675 1.197 -0.561
N 2.684 2.292 -0.316
C 1.921 3.513 0.105
P 3.000 5.082 0.519
S 4.622 4.364 1.376
C 0.318 3.684 0.281
N -0.627 2.565 -0.025
C 0.048 1.292 -0.453
C -0.896 -0.023 -0.806
C -2.517 -0.126 -0.748
N -3.288 1.133 -0.496
C -3.726 1.111 0.984
H 1.836 -4.258 1.067
H 1.674 -3.470 2.817
H 2.074 -2.351 1.355
H -0.587 -2.098 1.496
H -0.659 -3.806 2.305
H -0.482 -3.325 -2.538
H -2.108 -2.645 -1.870
H 1.665 -3.489 -2.210
H 3.557 -0.371 -1.050
H 2.324 5.955 1.476
H 3.424 5.755 -0.683
H -0.130 4.724 0.628
H -2.789 -0.994 0.021
H -2.876 -0.546 -1.806
H -4.169 1.145 -1.085
H -3.760 2.253 1.313
H -2.960 0.504 1.665
H -4.771 0.570 1.114

---

Record 4
Computed, not measured: a structure of composition C13H18N6O9RuS, with the ωB97M-V functional and the def2-TZVPD basis.

Gap between HOMO and LUMO (alpha / beta) ... 9.0 / 8.2 eV
Total charge ... +1
2S+1 ... 2
Energy relative to the best compared isomer or geometry (same formula, charge and spin) ... 30.5 kcal per mole
HOMO level (alpha / beta) ... -12.16 / -12.16 eV

CARTESIAN COORDINATES (ANGSTROEM)
Ru -0.600 -0.435 1.587
N -0.659 -2.236 2.658
C -1.537 -3.233 1.986
C -2.304 -2.604 0.820
O -2.967 -3.266 0.071
O -2.222 -1.291 0.777
H 0.307 -2.552 2.644
H -0.898 -2.118 3.637
H -2.259 -3.632 2.696
H -0.935 -4.064 1.627
N -1.436 0.979 3.048
N -0.635 1.281 4.163
C 0.670 0.948 4.166
N 1.410 1.396 5.175
S 1.347 -0.019 2.949
H -1.503 1.790 2.432
H -2.386 0.761 3.340
H -1.005 1.940 4.832
H 1.036 1.958 5.921
H 2.390 1.165 5.201
C -2.317 0.692 -1.668
C -2.703 1.544 -0.499
C -3.685 2.649 -0.729
O -2.238 1.342 0.615
H -2.864 0.965 -2.567
H -2.492 -0.354 -1.412
H -1.248 0.819 -1.852
H -3.319 3.296 -1.528
H -3.857 3.223 0.177
H -4.624 2.220 -1.086
O 0.497 0.815 0.242
C 0.893 -0.246 -0.336
O 0.545 -1.368 0.187
C 1.697 -0.212 -1.571
C 2.024 -1.401 -2.212
C 2.758 -1.332 -3.378
C 3.175 -0.137 -3.932
C 2.826 1.019 -3.260
C 2.097 1.013 -2.090
N 3.249 2.322 -3.824
O 2.951 3.314 -3.194
O 3.890 2.298 -4.848
N 3.114 -2.594 -4.068
O 2.758 -3.625 -3.541
O 3.753 -2.501 -5.090
H 1.713 -2.358 -1.820
H 3.745 -0.109 -4.848
H 1.848 1.942 -1.597

---

Record 5
Computed, not measured: a structure of composition C13H19AsF6NO5S2Tl, with the ωB97M-V functional and the def2-TZVPD basis.

Gap between HOMO and LUMO (alpha / beta) ... 7.4 / 8.1 eV
Total charge ... -1
2S+1 ... 2
Energy relative to the best compared isomer or geometry (same formula, charge and spin) ... 0.2 kcal per mole
HOMO level (alpha / beta) ... -5.20 / -6.81 eV

CARTESIAN COORDINATES (ANGSTROEM)
Tl -1.106 -0.112 0.218
C 3.163 -4.140 -0.400
C 2.350 -3.384 0.612
C 2.390 -1.996 0.659
C 1.583 -1.295 1.544
C 0.725 -1.982 2.390
C 0.705 -3.373 2.388
C 1.512 -4.060 1.500
S -0.434 -1.073 3.381
O -0.074 0.319 3.241
O -0.485 -1.679 4.687
N -1.847 -1.220 2.586
C -2.526 -2.377 2.709
C -2.198 -3.564 1.205
O -2.458 -4.666 1.603
O -1.818 -2.934 0.245
H 3.976 -3.528 -0.788
H 2.537 -4.427 -1.248
H 3.581 -5.052 0.028
H 3.037 -1.447 -0.014
H 1.618 -0.214 1.572
H 0.059 -3.916 3.066
H 1.479 -5.144 1.483
H -3.583 -2.314 2.454
H -2.309 -3.041 3.544
F 1.460 0.501 -1.060
As 2.744 0.803 -2.234
F 1.517 0.942 -3.466
F 2.585 2.509 -1.912
F 3.988 1.115 -3.394
F 3.909 0.668 -0.955
F 2.851 -0.905 -2.519
C -3.071 5.030 -1.101
C -3.164 4.125 -2.318
S -2.345 2.518 -2.160
O -2.774 1.989 -0.817
C -0.605 2.996 -2.009
C -0.178 3.495 -0.638
H -3.874 5.767 -1.120
H -2.124 5.565 -1.070
H -3.169 4.440 -0.189
H -2.761 4.579 -3.226
H -4.202 3.855 -2.522
H -0.415 3.711 -2.812
H -0.066 2.087 -2.273
H -0.324 4.568 -0.519
H 0.879 3.269 -0.501
H -0.742 2.992 0.149

---

Record 6
Computed, not measured: a structure of composition C13H19BN2O12Tl, with the ωB97M-V functional and the def2-TZVPD basis.

Gap between HOMO and LUMO ... 1.7 eV
Total charge ... +1
Energy relative to the best compared isomer or geometry (same formula, charge and spin) ... 13.3 kcal per mole
HOMO level ... -11.66 eV

CARTESIAN COORDINATES (ANGSTROEM)
Tl -1.130 1.122 -1.768
N -5.108 1.981 -1.059
O -5.757 1.739 -2.063
O -5.717 2.024 0.015
O -3.888 2.113 -1.116
O -6.614 3.696 2.334
C -5.870 2.803 2.225
O -4.550 2.838 2.148
B -3.996 1.476 2.240
O -5.154 0.548 2.002
C -6.237 1.244 1.965
O -7.323 0.954 1.650
O -3.035 1.259 1.159
C -1.873 0.912 1.631
O -0.887 0.816 0.957
C -1.995 0.913 3.199
O -3.288 1.138 3.454
O -1.094 0.793 3.951
C 2.441 -3.056 -1.399
C 1.713 -2.002 -0.563
C 2.338 -1.933 0.839
C 3.692 -1.226 0.786
C 3.476 0.176 0.270
C 2.830 0.279 -1.118
N 1.714 -0.677 -1.183
O 1.021 -0.687 -2.407
C 2.268 1.702 -1.176
C 3.850 -0.008 -2.239
C 0.270 -2.436 -0.316
H 2.331 -2.933 -2.491
H 1.909 -4.002 -1.280
H 3.525 -3.143 -1.361
H 1.687 -1.437 1.559
H 2.509 -2.963 1.155
H 4.332 -1.726 0.047
H 4.255 -1.381 1.705
H 4.432 0.717 0.215
H 3.019 0.808 1.040
H 1.381 1.827 -0.547
H 2.942 2.411 -0.683
H 2.152 2.134 -2.174
H 4.306 -0.976 -2.045
H 3.319 -0.090 -3.193
H 4.543 0.816 -2.379
H -0.366 -1.645 0.089
H 0.146 -3.363 0.236
H -0.236 -2.593 -1.282
H 1.716 -0.963 -3.030

---

Record 7
Computed, not measured: an isolated molecule of C13H19BO, with the ωB97M-V functional and the def2-TZVPD basis.

SMILES string ... Cc1ccc(B2[C@H]3CCC[C@@H]2CCC3)o1
Gap between HOMO and LUMO ... 8.8 eV
Energy relative to the best compared isomer or geometry (same formula, charge and spin) ... 33.2 kcal per mole
HOMO level ... -8.17 eV

CARTESIAN COORDINATES (ANGSTROEM)
C -4.251 -0.889 -2.234
C -3.453 -0.396 -1.083
C -3.788 0.097 0.170
C -2.545 0.563 0.725
C -1.634 0.398 -0.267
B 0.154 0.528 -0.148
C 1.100 -0.329 -0.974
C 1.118 -1.590 0.052
C 1.259 -1.363 1.578
C 1.006 0.045 2.216
C 0.809 1.235 1.114
C 2.163 1.820 0.656
C 3.114 0.963 -0.209
C 2.393 0.362 -1.372
O -2.165 -0.249 -1.345
H -4.448 -0.068 -2.861
H -3.688 -1.716 -2.770
H -5.242 -1.078 -1.998
H -4.757 0.286 0.601
H -2.299 1.116 1.579
H 0.696 -0.939 -1.852
H 1.979 -2.294 -0.191
H 0.315 -2.197 -0.176
H 2.225 -1.736 1.844
H 0.666 -2.086 2.106
H 0.170 0.133 2.875
H 1.810 0.184 2.853
H 0.098 1.933 1.629
H 2.690 2.260 1.470
H 1.849 2.521 -0.041
H 4.057 1.437 -0.379
H 3.418 0.088 0.440
H 2.074 1.290 -2.036
H 3.108 -0.330 -1.971

---

Record 8
Computed, not measured: a cluster of 9 separate species, C13H19Cl24N3O3 in total, with the ωB97M-V functional and the def2-TZVPD basis.

SMILES string ... NC(N)(N)C[C@H]1COC(=O)O1.ClC(Cl)Cl.ClC(Cl)Cl.ClC(Cl)Cl.ClC(Cl)Cl.ClC(Cl)Cl.ClC(Cl)Cl.ClC(Cl)Cl.ClC(Cl)Cl
Gap between HOMO and LUMO ... 9.6 eV
HOMO level ... -9.47 eV

CARTESIAN COORDINATES (ANGSTROEM)
N 0.975 1.641 4.337
C 0.543 0.818 3.219
N -0.758 0.262 3.595
N 0.407 1.647 2.019
C 1.620 -0.291 3.034
C 2.627 -0.256 1.918
C 2.286 -0.334 0.448
O 3.609 -0.095 -0.085
C 4.096 0.907 0.683
O 4.916 1.694 0.348
O 3.523 0.879 1.904
H 0.270 2.342 4.531
H 1.842 2.113 4.094
H -1.426 0.330 2.842
H -0.723 -0.691 3.926
H -0.037 1.124 1.269
H -0.246 2.394 2.244
H 1.130 -1.263 2.955
H 2.185 -0.309 3.968
H 3.277 -1.124 2.090
H 1.856 -1.265 0.091
H 1.688 0.518 0.127
Cl 2.226 -3.767 2.356
C 2.150 -4.515 0.755
Cl 2.246 -6.267 0.874
Cl 0.690 -4.005 -0.090
H 3.004 -4.168 0.188
Cl -3.155 -4.894 -0.054
C -3.339 -3.227 -0.600
Cl -3.664 -2.152 0.758
Cl -1.929 -2.698 -1.513
H -4.195 -3.186 -1.262
Cl -0.464 2.605 -1.004
C 1.091 3.414 -1.235
Cl 2.175 2.396 -2.178
Cl 0.873 4.987 -1.993
H 1.532 3.559 -0.256
Cl -3.214 0.536 -2.914
C -3.566 2.158 -3.515
Cl -3.975 3.235 -2.181
Cl -2.212 2.788 -4.446
H -4.426 2.099 -4.168
Cl -5.777 -4.116 -3.139
C -7.256 -4.089 -2.170
Cl -6.981 -3.319 -0.608
Cl -8.561 -3.295 -3.045
H -7.545 -5.115 -1.988
Cl 3.223 3.389 -5.601
C 4.618 3.679 -4.561
Cl 6.120 3.284 -5.395
Cl 4.631 5.343 -3.982
H 4.534 3.032 -3.698
Cl -1.486 -4.715 -5.836
C -0.527 -5.377 -4.512
Cl 0.783 -4.278 -4.073
Cl -1.539 -5.725 -3.115
H -0.085 -6.304 -4.851
Cl 0.513 3.983 6.529
C 0.055 5.597 5.991
Cl 1.331 6.321 5.015
Cl -1.467 5.546 5.096
H -0.093 6.218 6.865

---

Record 9
Computed, not measured: an isolated molecule of C13H19FNO5P, with the ωB97M-V functional and the def2-TZVPD basis.

SMILES string ... CCCOC1=C(P(O)O)C(=O)C(NCC)=C(CCF)C1=O
Gap between HOMO and LUMO ... 7.0 eV
Energy relative to the best compared isomer or geometry (same formula, charge and spin) ... 0.0 kcal per mole
HOMO level ... -8.62 eV

CARTESIAN COORDINATES (ANGSTROEM)
C -3.704 0.332 -1.987
C -3.119 -1.123 -1.550
C -3.472 -1.520 -0.046
O -2.812 -0.727 0.974
C -1.427 -0.603 0.752
C -0.465 -1.632 0.832
P -0.956 -3.405 1.262
O 0.353 -4.296 1.893
O -2.110 -3.356 2.548
C 1.088 -1.327 0.559
O 1.918 -2.262 0.408
C 1.608 0.195 0.509
N 3.076 0.446 0.508
C 3.483 0.226 -0.943
C 3.112 1.450 -1.896
C 0.663 1.265 0.467
C 1.058 2.803 0.462
C 1.939 3.094 1.798
F 3.228 3.671 1.464
C -0.866 0.870 0.421
O -1.710 1.751 0.151
H -4.477 0.725 -1.235
H -4.293 0.190 -2.968
H -2.884 1.081 -2.225
H -2.021 -1.243 -1.832
H -3.690 -1.871 -2.218
H -3.348 -2.651 0.081
H -4.600 -1.324 0.082
H 0.869 -4.723 1.176
H -1.670 -2.789 3.234
H 3.469 -0.363 1.015
H 2.959 -0.705 -1.380
H 4.596 -0.009 -0.936
H 3.482 1.279 -2.957
H 3.598 2.394 -1.465
H 1.988 1.656 -1.923
H 1.569 3.165 -0.484
H 0.108 3.442 0.577
H 1.347 3.785 2.502
H 2.110 2.110 2.369

---

Record 10
Computed, not measured: a cluster of 2 separate species, C13H19N in total, with the ωB97M-V functional and the def2-TZVPD basis.

SMILES string ... CCc1c[nH]c2ccccc12.CCC
Gap between HOMO and LUMO ... 8.8 eV
Energy relative to the best compared isomer or geometry (same formula, charge and spin) ... 43.6 kcal per mole
HOMO level ... -7.88 eV

CARTESIAN COORDINATES (ANGSTROEM)
C -3.016 -1.348 0.891
C -1.968 -1.547 -0.167
C -0.569 -1.858 0.207
C 0.066 -1.861 1.404
N 1.450 -1.809 1.161
C 1.715 -1.654 -0.179
C 2.874 -1.264 -0.858
C 2.744 -1.151 -2.253
C 1.546 -1.283 -2.941
C 0.455 -1.637 -2.207
C 0.438 -1.800 -0.829
H -3.087 -2.235 1.615
H -3.883 -1.033 0.335
H -2.716 -0.580 1.578
H -2.335 -2.279 -0.924
H -2.100 -0.661 -0.787
H -0.196 -2.119 2.393
H 2.109 -1.612 1.885
H 3.779 -1.245 -0.321
H 3.655 -0.963 -2.820
H 1.505 -1.161 -4.023
H -0.475 -1.527 -2.795
C -0.663 3.506 -0.138
C 0.369 3.334 1.014
C 0.072 2.039 1.750
H -1.127 4.518 -0.128
H -0.441 3.456 -1.204
H -1.618 2.992 0.110
H 0.118 4.120 1.753
H 1.349 3.621 0.668
H 0.052 2.080 2.868
H 0.835 1.306 1.569
H -0.937 1.655 1.370

---

Record 11
Computed, not measured: the ion C13H19N2 with charge +1, with the ωB97M-V functional and the def2-TZVPD basis.

SMILES string ... CN1C[N+](C(C)(C)C)=Cc2ccccc21
Gap between HOMO and LUMO (alpha / beta) ... 7.5 / 7.5 eV
Total charge ... +1
Energy relative to the best compared isomer or geometry (same formula, charge and spin) ... 39.2 kcal per mole
HOMO level (alpha / beta) ... -11.73 / -11.73 eV

CARTESIAN COORDINATES (ANGSTROEM)
C -1.768 2.189 -0.722
N -0.560 1.602 -0.098
C -0.644 0.546 0.868
N -0.058 -0.777 0.531
C -0.903 -1.994 0.606
C -2.156 -1.793 -0.305
C -0.014 -3.163 0.218
C -1.456 -2.176 2.039
C 1.151 -0.710 0.011
C 1.638 0.643 -0.321
C 3.015 0.882 -0.671
C 3.472 2.092 -1.254
C 2.570 3.172 -1.237
C 1.209 3.024 -1.040
C 0.736 1.748 -0.508
H -2.632 1.449 -0.640
H -2.021 3.089 0.053
H -1.471 2.545 -1.714
H -0.187 0.940 1.834
H -1.780 0.393 1.141
H -2.543 -0.844 -0.104
H -1.991 -1.839 -1.369
H -2.835 -2.537 -0.044
H 0.200 -3.220 -0.860
H -0.542 -4.049 0.554
H 0.908 -3.277 0.908
H -0.576 -1.961 2.758
H -2.307 -1.593 2.239
H -1.797 -3.188 2.185
H 1.654 -1.482 -0.528
H 3.725 0.101 -0.638
H 4.502 2.240 -1.622
H 2.951 4.131 -1.539
H 0.511 3.818 -0.732

---

Max |F|
In order: 1.15, 0.84, 7.66, 1.43, 0.52, 3.78, 5.41, 0.78, 4.17, 3.25, 4.09
Unit: eV Å⁻¹